<1>
{"formula": "C6H10N4", "method": "ωB97M-V/def2-TZVPD", "orbital_gap_ha": 0.280, "homo_ev": -7.5, "lumo_energy_ev": 0.12, "symbols": ["C", "C", "C", "C", "C", "C", "N", "N", "N", "N", "H", "H", "H", "H", "H", "H", "H", "H", "H", "H"], "coordinates": [[-2.6240, 1.6422, 0.5680], [-1.8680, 2.5172, 1.3253], [-1.6850, 0.7049, 0.1117], [0.5288, -0.7194, -0.2501], [2.5276, -1.7293, -0.0546], [1.9438, -0.4997, -0.7597], [-0.5286, 2.1652, 1.2015], [-0.4770, 1.0650, 0.5176], [-1.8091, -0.4099, -0.7261], [-0.4778, -0.8740, -1.1218], [-3.7140, 1.6770, 0.5810], [-2.1548, 3.1845, 2.0785], [0.3852, -0.9738, 0.7633], [3.6006, -2.0292, -0.3622], [1.8520, -2.5736, -0.1831], [2.5619, -1.3779, 0.9520], [2.0980, -0.6449, -1.7947], [2.3069, 0.4730, -0.5089], [-2.2081, -1.2339, -0.4210], [-0.2583, -0.3636, -1.9166]]}

<2>
{"formula": "C6H10N4", "method": "ωB97M-V/def2-TZVPD", "orbital_gap_ha": 0.290, "homo_ev": -7.2, "lumo_energy_ev": 0.69, "symbols": ["C", "C", "C", "C", "C", "C", "N", "N", "N", "N", "H", "H", "H", "H", "H", "H", "H", "H", "H", "H"], "coordinates": [[1.3068, -1.1678, 0.2985], [1.8482, -0.3807, 1.2681], [0.9115, -0.3879, -0.8283], [1.1638, 0.8756, -0.4109], [-2.2568, -1.5806, -0.7531], [-1.4266, -0.5408, -0.0787], [-1.4253, 1.5067, 1.1466], [-1.5693, 0.3991, 0.6452], [1.7927, 0.8839, 0.7905], [0.8634, 2.0874, -1.0179], [1.1189, -2.2586, 0.3891], [2.5249, -0.6181, 2.0963], [-2.6311, -1.3851, -1.6892], [-3.0851, -1.8762, 0.0641], [-1.7977, -2.5418, -0.7989], [0.4355, -0.8308, -1.6940], [-0.5620, 1.6176, 1.7189], [2.1492, 1.6780, 1.2621], [0.1578, 2.5840, -0.4246], [0.4814, 1.9361, -1.9836]]}

Tell me which of them is the least stable. Sure, it is <2>.

<1>
{"formula": "CH3O3PS", "method": "ωB97M-V/def2-TZVPD", "orbital_gap_ha": [0.330, 0.199], "homo_ev": [-10.1, -8.2], "lumo_energy_ev": [-1.09, -2.76], "symbols": ["C", "O", "O", "O", "P", "S", "H", "H", "H"], "coordinates": [[-0.3733, 0.9471, 0.3194], [2.0630, 0.4778, -0.8113], [-1.1442, 1.3621, 1.1397], [-0.6292, 0.4175, -0.9074], [1.4838, 1.3369, 0.4523], [0.1081, -2.0649, 1.1771], [1.2307, -0.0029, -1.2610], [-1.2034, -2.5486, 0.8829], [-1.5354, 0.0750, -0.9917]]}

<2>
{"formula": "CH3O3PS", "method": "ωB97M-V/def2-TZVPD", "orbital_gap_ha": [0.158, 0.120], "homo_ev": [-7.1, -6.6], "lumo_energy_ev": [-2.81, -3.37], "symbols": ["C", "O", "O", "O", "P", "S", "H", "H", "H"], "coordinates": [[-0.6010, 1.0726, -1.4908], [0.1928, 1.0880, 1.4661], [1.1966, -1.1281, 1.2850], [-0.3212, -3.1222, 0.7281], [1.4553, 0.4200, 1.7456], [-0.3691, -1.6761, 0.8854], [-0.1930, 0.2555, -1.9887], [-1.3459, 1.2596, -0.8206], [-0.0144, 1.8307, -1.8101]]}

Tell me which of them is the least stable. Sure, it is <2>.

<1>
{"formula": "CH7NP2", "method": "ωB97M-V/def2-TZVPD", "orbital_gap_ha": 0.337, "homo_ev": -8.3, "lumo_energy_ev": 0.86, "symbols": ["C", "P", "N", "P", "H", "H", "H", "H", "H", "H", "H"], "coordinates": [[-1.4805, 0.0664, -0.9761], [0.0399, -0.8142, -0.7090], [0.3096, 0.1155, 0.8222], [1.6896, -0.4258, 1.9960], [-1.9206, -0.2199, -1.9293], [-1.3303, 1.1902, -0.9244], [-2.2395, -0.1860, -0.2410], [0.6802, -0.0397, -1.6669], [-0.1940, 1.0055, 0.9672], [2.3859, 0.7110, 1.5948], [2.0597, -1.4030, 1.0665]]}

<2>
{"formula": "CH7NP2", "method": "ωB97M-V/def2-TZVPD", "orbital_gap_ha": 0.350, "homo_ev": -8.7, "lumo_energy_ev": 0.78, "symbols": ["C", "N", "P", "P", "H", "H", "H", "H", "H", "H", "H"], "coordinates": [[1.7478, -0.0884, 0.4931], [-0.8951, 0.0390, 0.5014], [-2.5195, 0.1099, 0.0787], [0.3781, 0.8812, -0.3074], [2.7049, -0.0592, -0.1632], [1.6056, -1.1960, 0.2894], [1.9142, 0.2112, 1.4795], [-0.4775, -0.4387, 1.2690], [-2.4656, -0.5595, -1.2766], [-2.5624, 1.2355, -0.6631], [0.5694, -0.1351, -1.7009]]}

Tell me which of them is the least stable. Sure, it is <2>.

<1>
{"formula": "C2H3N2O2", "method": "ωB97M-V/def2-TZVPD", "orbital_gap_ha": 0.265, "homo_ev": -3.1, "charge": -1, "lumo_energy_ev": 4.11, "symbols": ["C", "C", "N", "N", "O", "O", "H", "H", "H"], "coordinates": [[-1.4701, -0.0979, -0.1497], [0.8081, 0.7889, 0.2113], [-0.1026, 1.9120, 0.0971], [-0.5180, 0.6827, -0.2395], [0.0855, -2.2135, 0.0527], [-2.5019, -0.5540, -0.4311], [1.5864, 0.7488, -0.5468], [1.1935, 0.5655, 1.3002], [0.9191, -1.8325, -0.2941]]}

<2>
{"formula": "C2H3N2O2", "method": "ωB97M-V/def2-TZVPD", "orbital_gap_ha": [0.245, 0.245], "homo_ev": [-2.8, -2.8], "charge": -1, "lumo_energy_ev": [3.84, 3.84], "symbols": ["C", "C", "N", "N", "O", "O", "H", "H", "H"], "coordinates": [[-0.9901, -1.9446, 2.4375], [-0.4124, -0.1818, -0.7013], [-0.6653, -3.0113, 2.7845], [-1.5091, -0.8236, 2.0943], [-0.5710, 0.2593, 2.0389], [-1.5077, -0.6227, -0.4083], [0.4629, -0.8361, -0.8504], [-0.2062, 0.2701, 1.1222], [-0.2429, 0.8801, -0.9623]]}

<3>
{"formula": "C2H3N2O2", "method": "ωB97M-V/def2-TZVPD", "orbital_gap_ha": [0.233, 0.270], "homo_ev": [-2.9, -3.4], "charge": -1, "lumo_energy_ev": [3.47, 3.92], "symbols": ["C", "C", "N", "N", "O", "O", "H", "H", "H"], "coordinates": [[-0.5281, -0.4917, -0.0769], [0.8721, -0.1976, 0.1658], [1.6784, -1.1472, 0.0630], [3.6995, 0.0506, 0.0156], [4.7575, -0.5334, -0.0698], [3.4780, 1.2629, -0.1788], [-1.0695, 0.1698, 0.5859], [-0.9909, -1.5590, -0.2945], [1.1930, 0.7812, 0.5026]]}

Tell me which of them is the least stable. Sure, it is <3>.

<1>
{"formula": "C5H20N2O5", "method": "ωB97M-V/def2-TZVPD", "orbital_gap_ha": 0.345, "homo_ev": -9.1, "lumo_energy_ev": 0.34, "symbols": ["C", "C", "C", "N", "C", "O", "C", "N", "H", "H", "H", "H", "H", "H", "H", "H", "H", "H", "H", "H", "O", "H", "H", "O", "H", "H", "O", "H", "H", "O", "H", "H"], "coordinates": [[-1.3767, 1.4862, -1.3647], [-0.3561, 1.7851, -0.3016], [-0.3061, 3.2391, 0.1558], [-0.5594, 0.9427, 0.8870], [0.1908, -0.1966, 0.9807], [0.8053, -0.6226, 0.0185], [-0.0210, -0.9192, 2.3002], [1.0141, -1.8925, 2.5083], [-2.4182, 1.4682, -1.0268], [-1.3143, 0.4371, -1.6231], [-1.3629, 2.0681, -2.2842], [0.5998, 1.5593, -0.7679], [-0.6328, 3.9214, -0.6401], [-1.1032, 3.4489, 0.8788], [0.6523, 3.6423, 0.4646], [-1.1208, 1.4492, 1.5419], [-0.9692, -1.4503, 2.2920], [-0.0890, -0.1468, 3.0763], [1.9588, -1.5840, 2.4369], [0.7842, -2.8169, 2.8020], [-3.0186, -1.1062, 1.1451], [-3.7945, -0.9697, 0.5836], [-2.6476, -1.8546, 0.6536], [-0.3974, -3.2849, -2.3561], [0.5020, -2.9722, -2.4430], [-0.9669, -2.5289, -2.5129], [3.2288, 1.9807, -0.3519], [2.7974, 1.1787, -0.6678], [3.2278, 1.9255, 0.6082], [0.8874, -0.8829, -2.6660], [1.1737, -1.2123, -1.8045], [0.7433, 0.0630, -2.6005]]}

<2>
{"formula": "C5H20N2O5", "method": "ωB97M-V/def2-TZVPD", "orbital_gap_ha": 0.351, "homo_ev": -9.3, "lumo_energy_ev": 0.29, "symbols": ["C", "N", "C", "C", "C", "N", "C", "O", "H", "H", "H", "H", "H", "H", "H", "H", "H", "H", "H", "H", "O", "H", "H", "O", "H", "H", "O", "H", "H", "O", "H", "H"], "coordinates": [[-0.0285, 0.6852, -3.5201], [-0.5844, -0.5074, -3.5363], [-1.5579, -0.9370, -2.4731], [-1.2337, -0.4004, -1.0888], [-0.1076, -1.1481, -0.4181], [-0.3987, -2.2695, 0.5235], [0.6808, -0.1184, 0.4047], [0.7728, 1.1661, -0.2162], [-0.0033, 1.1096, -2.4869], [0.6981, 0.9712, -4.4422], [-1.5580, -2.1045, -2.7880], [-2.4889, -0.4457, -2.9881], [-1.3879, 0.6207, -0.8242], [-2.1220, -0.5651, -0.4538], [0.4312, -1.6991, -1.2477], [-0.7260, -3.0853, -0.1306], [-1.1393, -2.1391, 1.1836], [0.6514, -0.1708, 1.5399], [1.6958, -0.5507, 0.1690], [-0.0224, 1.5351, -0.5611], [1.1690, -3.8929, 2.6340], [1.0688, -4.0693, 1.7315], [1.3210, -3.0324, 2.8287], [2.5215, 3.0440, 1.1925], [2.9020, 3.6809, 0.5080], [1.6679, 2.7665, 1.0669], [-1.2391, 2.4046, 0.6208], [-2.1670, 2.4845, 0.6252], [-1.0805, 2.1042, 1.4707], [0.4297, 1.6298, 3.4552], [0.6624, 0.8744, 4.0235], [1.1728, 2.0590, 3.1976]]}

Tell me which of them is the least stable. Sure, it is <2>.

<1>
{"formula": "C4H11OP", "method": "ωB97M-V/def2-TZVPD", "orbital_gap_ha": 0.361, "homo_ev": -9.1, "lumo_energy_ev": 0.69, "symbols": ["C", "C", "P", "C", "H", "H", "H", "H", "H", "H", "H", "H", "H", "C", "O", "H", "H"], "coordinates": [[-0.4338, -2.1299, -0.9840], [-1.0424, -0.9289, -0.1759], [0.4690, -0.2293, 0.6550], [0.6743, -1.5134, 1.9104], [0.3411, -1.9683, -1.8020], [0.2098, -2.6547, -0.2503], [-1.1474, -2.6799, -1.7062], [-1.8398, -1.2822, 0.5183], [-1.3208, -0.0878, -0.8116], [-0.2853, 0.6842, 1.4765], [1.4817, -2.1848, 1.8583], [-0.2502, -2.0464, 1.9228], [0.7643, -0.9727, 2.7942], [0.9093, 4.5445, -0.3836], [1.2190, 5.1014, -1.3889], [-0.0974, 3.9392, -0.2689], [1.5331, 4.0943, 0.3405]]}

<2>
{"formula": "C4H11OP", "method": "ωB97M-V/def2-TZVPD", "orbital_gap_ha": 0.362, "homo_ev": -8.9, "lumo_energy_ev": 0.97, "symbols": ["C", "C", "C", "P", "C", "O", "H", "H", "H", "H", "H", "H", "H", "H", "H", "H", "H"], "coordinates": [[2.2268, -0.6006, -0.7947], [1.5298, 0.0432, 0.3626], [0.1679, 0.5686, 0.0058], [-1.1130, -0.8506, -0.1994], [-2.6253, 0.3227, -0.3240], [-1.1702, -1.3061, 1.3736], [1.8932, -1.5962, -1.0624], [3.2470, -0.6527, -0.7321], [2.0195, 0.0848, -1.5871], [1.3226, -0.5856, 1.1617], [2.2214, 0.8373, 0.7137], [0.1253, 1.2441, -0.8129], [-0.1169, 1.2616, 0.7681], [-2.7270, 0.7886, 0.7186], [-2.4419, 1.0377, -1.0304], [-3.6479, -0.1041, -0.5217], [-0.9114, -0.4928, 1.9605]]}

Tell me which of them is the least stable. Sure, it is <1>.

<1>
{"formula": "C5H9N2S", "method": "ωB97M-V/def2-TZVPD", "orbital_gap_ha": 0.299, "homo_ev": -12.9, "charge": 1, "lumo_energy_ev": -4.76, "symbols": ["C", "N", "C", "C", "C", "C", "S", "N", "H", "H", "H", "H", "H", "H", "H", "H", "H"], "coordinates": [[-1.5211, 0.2799, 0.6078], [-0.3340, 0.0895, -0.1940], [-0.5817, 0.1047, -1.7156], [0.3865, -1.3894, 0.2119], [1.4663, -1.1440, 0.9536], [1.7015, 0.3367, 1.0174], [2.9336, 1.2534, 1.5905], [0.6990, 0.9815, 0.2968], [-2.3018, 0.8404, 0.0233], [-2.0081, -0.5977, 0.8097], [-1.3704, 0.8607, 1.4223], [-0.9607, 1.1284, -1.7933], [0.2588, -0.1124, -2.4286], [-1.2971, -0.5869, -2.0045], [-0.0949, -2.2008, -0.2415], [2.0852, -1.7479, 1.5982], [0.9389, 1.9038, -0.1538]]}

<2>
{"formula": "C5H9N2S", "method": "ωB97M-V/def2-TZVPD", "orbital_gap_ha": [0.279, 0.279], "homo_ev": [-13.7, -13.7], "charge": 1, "lumo_energy_ev": [-6.14, -6.14], "symbols": ["C", "C", "C", "N", "C", "N", "C", "S", "H", "H", "H", "H", "H", "H", "H", "H", "H"], "coordinates": [[0.2090, 0.3310, 1.3786], [0.1910, 0.0948, -0.1304], [1.1322, 0.8186, -1.0286], [-0.1572, -1.0942, -0.6656], [-1.4316, -1.6759, -0.6204], [-2.4022, -1.2470, 0.1006], [-2.6049, -0.0092, 0.4521], [-1.9790, 1.3560, -0.3762], [-0.2881, -0.5150, 1.9816], [-0.0307, 1.4011, 1.5026], [1.2025, 0.0704, 1.6086], [1.4453, 1.9346, -0.8303], [0.5654, 0.7720, -2.0174], [2.0197, 0.3401, -0.9161], [0.5277, -1.4309, -1.4099], [-1.5899, -2.7129, -0.9929], [-3.3900, 0.1434, 1.2120]]}

Tell me which of them is the least stable. Sure, it is <1>.

<1>
{"formula": "C3H7ClO2", "method": "ωB97M-V/def2-TZVPD", "orbital_gap_ha": 0.358, "homo_ev": -9.1, "lumo_energy_ev": 0.65, "symbols": ["C", "C", "C", "O", "O", "Cl", "H", "H", "H", "H", "H", "H", "H"], "coordinates": [[-0.8866, -1.0639, 1.7059], [-0.2349, -1.1405, 0.3457], [0.5659, 1.4237, -1.0203], [0.4670, 1.5361, -2.4476], [1.6664, 1.8522, -0.5737], [-1.3310, -0.8128, -0.9346], [-1.7569, -0.2797, 1.5365], [-1.3024, -1.9675, 2.2188], [-0.1712, -0.5867, 2.4278], [0.5949, -0.3028, 0.2963], [0.3018, -2.0720, 0.2061], [-0.3997, 1.3606, -2.6784], [2.4868, 2.0534, -1.0824]]}

<2>
{"formula": "C3H7ClO2", "method": "ωB97M-V/def2-TZVPD", "orbital_gap_ha": 0.338, "homo_ev": -8.7, "lumo_energy_ev": 0.51, "symbols": ["C", "C", "C", "O", "O", "Cl", "H", "H", "H", "H", "H", "H", "H"], "coordinates": [[-0.3785, 1.2770, -0.2956], [0.2288, -0.9840, 0.8314], [-0.3877, -0.2626, -0.2926], [-0.3716, -0.8029, -1.5063], [-2.2469, -0.4315, 0.4992], [-3.2790, 0.6443, -0.1812], [-0.0859, 1.7253, 0.6720], [-1.3339, 1.6457, -0.6186], [0.3890, 1.6141, -0.9604], [0.1636, -2.0424, 0.7297], [-0.1116, -0.9339, 1.8334], [1.2868, -0.8019, 0.5746], [-0.5276, -0.1806, -2.1639]]}

Tell me which of them is the least stable. Sure, it is <2>.